1.
ORCA calculation (ωB97M-V/def2-TZVPD) on 5 unconnected molecules or ions with the total composition C31H62FIO6Si.

Structure (XYZ):
```
102
Properties=species:S:1:pos:R:3:forces:R:3
I -2.5736 -1.5433 0.3807 0.15 -0.08 0.02
Si 0.1998 0.1306 2.1157 -0.20 -0.59 0.11
F 1.1565 1.4149 2.1596 0.04 0.43 0.05
O -4.8242 3.6467 -3.0971 0.01 0.00 -0.02
O -2.2211 6.9285 0.3626 -0.03 -0.02 -0.02
O -1.0385 -2.4551 -4.2945 -0.04 -0.09 -0.17
O 5.2940 0.3344 2.1949 -0.03 -0.01 0.00
O -3.8173 0.7725 1.5921 0.60 -0.27 -0.11
O 3.4229 -1.6087 -2.0310 -0.03 -0.03 -0.01
C -3.9412 3.3806 -0.9237 0.11 0.05 0.02
C -1.5644 0.7844 2.3355 0.24 -0.20 -0.27
C 4.9378 2.6643 2.3678 0.05 -0.01 0.03
C 4.7076 0.2973 -1.4904 0.03 -0.02 -0.04
C -1.5281 5.9732 1.1654 0.00 -0.02 0.02
C -5.0038 4.4763 -0.8913 -0.04 -0.01 0.02
C 6.2454 2.4167 1.6162 -0.04 0.00 -0.03
C 6.5553 0.9769 2.0062 -0.01 0.03 0.04
C -1.2892 7.6579 -0.4386 0.01 -0.04 -0.01
C -5.1061 4.8423 -2.3660 0.05 0.00 0.01
C 4.2497 1.3117 2.2393 0.12 -0.02 -0.10
C -1.4760 -4.9430 -1.2302 -0.36 0.44 -0.09
C 0.2897 -2.5114 3.0841 -0.15 0.09 0.14
C -0.1759 -4.4745 -3.3745 -0.30 0.17 -0.19
C -2.7429 0.2558 1.5606 -0.99 0.51 0.20
C -0.1093 5.9018 0.6161 -0.01 0.01 -0.05
C -4.2791 2.6586 -2.2212 -0.06 0.01 0.03
C -0.8353 -1.1215 -4.7091 -0.04 -0.02 0.05
C 3.6849 -0.6985 -0.9609 -0.04 0.02 0.05
C 0.0931 7.3303 0.1127 -0.01 0.00 0.03
C -0.0876 -2.9580 -3.3747 -0.03 -0.11 0.13
C -2.8059 -5.4092 -0.6120 0.27 -0.26 -0.02
C -2.6563 -6.3214 0.6123 -0.28 0.14 0.04
C 4.3436 0.3509 -2.9736 -0.03 0.02 0.03
C 3.9693 -1.1003 -3.2480 0.04 0.00 0.04
C 0.6574 -1.0545 3.4749 -0.01 -0.15 -0.37
C -1.4761 -4.9887 -2.7534 0.30 -0.15 0.06
C -1.0698 -4.5894 3.7709 -0.09 0.19 -0.03
C -1.1828 -5.1198 2.3294 0.03 -0.04 0.17
C -0.8477 -3.0805 3.9257 0.04 -0.04 0.04
C -2.5873 -5.5765 1.9478 0.10 -0.01 0.04
H -1.6976 -0.5113 -4.4385 -0.04 0.05 0.05
H -1.3874 7.3351 -1.4807 0.02 0.01 0.00
H -0.8398 -4.3645 1.6237 0.04 0.00 -0.13
H 0.9180 -2.6322 -3.6535 0.08 0.02 0.01
H -0.2650 -5.1044 4.2976 0.10 -0.03 -0.05
H -0.1351 -4.7936 -4.4173 0.13 -0.05 -0.04
H 7.0442 3.1060 1.8853 0.00 0.01 0.02
H 0.0554 -0.6848 -4.2558 0.07 0.03 0.08
H -5.0283 1.8772 -2.0545 0.02 -0.01 0.02
H 4.8507 -1.6927 -3.5173 0.00 0.02 -0.02
H -1.7732 -2.5388 3.7057 -0.05 0.04 -0.09
H -0.5110 -5.9725 2.2156 0.06 -0.03 -0.06
H 3.6717 1.2485 1.3121 -0.06 0.03 0.02
H -6.0949 5.2032 -2.6507 -0.01 -0.01 -0.02
H -3.5019 -7.0110 0.6423 -0.07 0.03 0.01
H -2.0550 5.0187 1.1077 -0.04 0.01 0.01
H -1.6370 -6.0235 -3.0645 -0.08 -0.03 -0.07
H 1.1669 -3.1506 3.1821 0.07 -0.05 0.03
H 5.1517 0.7044 -3.6122 0.01 0.00 0.00
H 0.3363 7.9927 0.9459 -0.01 0.00 0.00
H -2.9465 3.8314 -0.9908 0.00 0.01 -0.01
H 7.1152 0.4373 1.2412 -0.01 -0.02 0.00
H -3.3825 -5.9352 -1.3753 0.02 -0.05 -0.06
H 0.4016 -0.5296 0.8181 0.03 0.15 -0.14
H 5.7190 -0.0947 -1.3623 0.00 0.00 0.01
H -5.9518 4.0686 -0.5335 0.00 -0.01 -0.01
H -3.2502 -4.7081 1.9096 -0.11 0.04 0.04
H 0.6932 -4.8883 -2.8619 0.05 -0.03 0.08
H -1.9841 -4.8404 4.3124 -0.03 -0.09 0.06
H -1.8463 0.6416 3.3816 -0.01 0.02 0.10
H 4.3418 3.4777 1.9571 0.00 0.00 -0.02
H 2.7486 -0.1971 -0.6863 0.02 0.02 0.01
H -3.9628 2.7216 -0.0575 -0.04 -0.01 0.01
H 3.4786 1.0002 -3.1259 0.00 0.00 0.00
H -1.7657 -6.9426 0.4963 0.05 -0.09 -0.01
H 0.8764 7.4240 -0.6376 0.00 -0.01 -0.01
H 6.0807 2.4896 0.5390 0.01 0.00 0.00
H 5.1433 2.8870 3.4170 0.00 0.00 0.00
H 3.5867 1.0888 3.0733 -0.01 -0.04 0.02
H 7.1208 0.9338 2.9434 0.02 0.01 -0.01
H -1.5892 1.8626 2.1639 0.06 0.09 0.04
H -0.6206 -2.8778 4.9756 -0.07 0.00 0.07
H -0.0603 5.1987 -0.2185 -0.01 -0.01 0.00
H -0.0021 -2.5544 2.0345 0.10 -0.06 -0.11
H -2.2998 -4.3931 -3.1470 -0.15 -0.03 -0.03
H -1.3016 -3.9051 -0.9370 0.25 -0.01 0.18
H -0.7159 -1.0885 -5.7931 -0.01 -0.02 -0.06
H -0.6420 -5.5296 -0.8453 0.08 -0.09 0.04
H 4.0446 -1.2546 -0.0950 -0.01 -0.02 0.00
H -3.4072 -4.5452 -0.3255 -0.12 0.06 -0.06
H -3.4082 2.2049 -2.6970 -0.01 0.00 -0.04
H -4.3676 5.6057 -2.6344 -0.01 0.02 0.02
H -4.7364 5.3270 -0.2660 0.04 0.01 -0.01
H -0.3075 -2.5755 -2.3703 0.13 0.16 0.05
H -1.5356 6.3112 2.2073 0.02 -0.02 0.00
H 3.2271 -1.2078 -4.0400 -0.02 -0.02 -0.01
H -2.9717 -6.2165 2.7456 0.04 -0.07 0.03
H 0.6165 5.5915 1.3662 0.01 0.01 0.01
H 1.7351 -0.9869 3.6264 0.07 0.12 0.09
H 4.6502 1.2626 -0.9894 -0.02 0.01 -0.01
H 0.1726 -0.7722 4.4093 0.05 0.03 0.14
H -1.5323 8.7191 -0.3818 -0.02 0.00 0.01
```
Positions in Å, forces in eV/Å.

Results
Total charge = 0
M = 704.8 g/mol
ΔE to the lowest compared entry with this formula, charge and spin = 0.0 kJ/mol
Total energy = -64133.3814 eV
Structure (SMILES) = COCCCCCCCCCCCC[Si@H](F)CC(=O)I.C1CCOC1.C1CCOC1.C1CCOC1.C1CCOC1

Atomic partial charges in e from the Mulliken method, atoms 1 to 5:
1. I 0.09
2. Si 0.07
3. F -0.24
4. O -0.43
5. O -0.40


2.
ORCA calculation (ωB97M-V/def2-TZVPD) on 3 unconnected molecules or ions with the total composition C31H63BCl2F2N3O13.

Structure (XYZ):
```
115
Properties=species:S:1:pos:R:3:forces:R:3
Cl -3.7597 -3.9198 2.9053 -0.05 -0.08 0.15
Cl 0.5940 2.7850 4.4467 -0.30 -0.09 0.13
F 0.9419 -1.0754 4.4562 0.13 0.28 0.70
F 3.3818 -1.4779 3.4916 0.09 -0.26 0.06
O -3.8605 1.1458 0.7781 0.25 0.02 -0.04
O 3.3682 -7.5500 3.2970 -0.12 -0.01 -0.04
O 1.9017 -3.0799 0.5059 0.07 0.15 0.17
O 0.3192 -2.8265 -1.2682 0.57 0.29 -0.16
O 3.8207 -0.3491 1.6450 -0.19 0.22 0.29
O 0.2490 -2.4615 2.9232 -0.14 -0.28 0.18
O 0.5857 -1.1863 -6.7101 -0.03 0.12 0.00
O -4.5515 4.0713 2.9322 0.16 -0.23 -0.12
O -5.4624 2.8123 0.8516 0.04 -0.13 0.21
O 0.8243 -6.4039 2.3309 0.04 0.03 -0.04
O 0.7415 1.3645 -5.2448 -0.07 0.02 0.02
O -0.2598 0.3843 2.4318 0.11 -0.17 -0.24
O -0.5083 1.4855 -1.4439 -0.17 -0.19 0.02
N -0.4770 0.4677 -0.4633 -0.13 -0.33 0.11
N -1.4202 2.3584 1.8461 0.31 -0.10 -0.17
N 1.6543 -0.7528 2.2957 0.24 0.44 0.75
C -0.4377 1.7933 -5.9065 0.04 0.02 0.01
C 1.6442 -0.7585 -0.5710 -0.28 -0.27 -0.06
C -5.1219 1.6016 0.2941 -0.33 -0.02 -0.04
C 3.0239 -0.7913 2.4071 0.13 -0.20 -0.59
C -1.6644 0.2823 0.4621 -0.33 -0.69 0.42
C -2.9664 0.7149 -0.2256 -0.40 0.48 -0.04
C -0.5031 2.8400 -0.9569 0.44 0.71 -0.30
C 1.9391 1.9550 3.6284 1.06 0.05 -0.22
C -2.7594 -3.3112 1.5749 -0.11 0.13 -0.30
C 0.6230 0.0850 -4.6511 0.12 0.14 0.13
C 0.1154 -7.2973 3.1767 -0.05 0.00 0.00
C 1.7052 1.7346 2.1346 0.05 0.32 -0.03
C 3.2114 2.7870 3.8625 -0.57 0.01 0.35
C -4.2123 4.7404 1.7299 -0.17 -0.23 0.20
C -1.2354 4.8260 -2.3658 0.02 0.03 0.18
C 0.8954 0.3510 0.1821 0.91 0.51 -0.17
C 1.2431 4.2886 -2.1104 0.28 0.21 -0.15
C -1.7144 -1.2526 0.6695 -0.09 -0.05 -0.16
C -2.9285 -1.7948 1.4186 0.17 -0.58 0.04
C 1.8506 -5.6845 2.9964 -0.11 0.04 -0.18
C -4.6443 3.9077 0.4957 -0.06 0.20 0.15
C 0.8819 -1.5182 3.2349 -0.15 -0.28 -0.89
C 3.2224 -6.2629 2.7309 0.14 -0.07 0.18
C -1.4226 0.9126 1.8379 -0.66 0.61 -0.07
C 1.2651 -1.0004 -5.4862 -0.09 -0.17 -0.08
C -0.1816 3.7353 -2.1636 -0.25 -0.32 -0.18
C 3.2310 -8.6071 2.3631 0.04 -0.01 0.01
C 1.5635 5.1150 -0.8580 -0.02 -0.11 -0.33
C 2.2794 3.1802 -2.3468 -0.49 0.58 -0.26
C 0.9779 0.4455 1.7484 -0.45 -0.01 -0.07
C 1.2265 -0.5786 -7.8217 0.01 -0.05 -0.01
B 1.2737 -2.2990 -0.4046 -0.33 -0.14 -0.01
H 1.8198 -4.6604 2.6098 0.09 0.06 0.16
H 3.9714 -5.6141 3.1965 -0.01 0.03 -0.04
H 1.9839 4.4919 -0.0687 -0.11 -0.01 0.20
H -3.8488 -1.6414 0.8609 -0.13 0.33 0.12
H 0.2566 2.9623 -0.1894 -0.08 -0.10 0.19
H 3.2639 3.5204 -2.0395 0.15 -0.17 0.07
H -0.8333 -1.6024 1.2018 0.14 0.09 -0.04
H -2.1477 2.6903 1.2299 -0.22 -0.02 0.05
H -0.4300 -0.1583 -4.4694 -0.02 -0.02 -0.01
H -0.8297 1.0200 -6.5694 -0.01 0.00 0.00
H -0.5391 -0.3550 -1.0702 0.05 0.06 -0.13
H -3.7529 3.5747 -0.0385 0.06 -0.14 -0.13
H 2.6715 1.7726 1.6342 0.08 -0.21 -0.04
H 2.3461 -8.4788 1.7353 -0.01 0.00 -0.01
H 1.1354 0.1317 -3.6815 -0.01 -0.01 -0.02
H -2.2333 0.5450 2.4607 0.06 -0.24 0.10
H -5.8779 0.8850 0.6079 -0.10 0.05 0.07
H -1.7275 -3.5904 1.7613 0.05 -0.02 0.19
H 0.7969 -7.9159 3.7634 0.01 0.00 0.00
H -1.2108 2.0708 -5.1789 -0.03 -0.04 -0.02
H 1.3286 4.9657 -2.9632 -0.09 0.08 -0.04
H 1.9886 2.2722 -1.8222 0.25 -0.15 0.11
H 1.6604 -5.6430 4.0727 0.00 -0.01 0.01
H -1.0027 5.7193 -1.7890 -0.02 0.09 0.03
H 3.1316 -9.5309 2.9292 0.03 0.01 0.02
H -1.3011 5.1079 -3.4131 0.08 0.09 -0.07
H -2.2275 4.4958 -2.0583 -0.09 -0.07 -0.05
H 4.0101 2.4866 3.1918 0.11 -0.02 -0.05
H 1.5148 0.4527 -7.6067 0.01 0.00 0.01
H -1.4723 3.1126 -0.5550 -0.09 -0.21 0.10
H -2.8261 1.5116 -0.9598 0.20 0.02 -0.03
H 0.6990 5.6648 -0.4924 -0.07 -0.03 0.19
H -0.4886 -7.9395 2.5390 -0.01 0.02 -0.02
H -5.2175 4.5529 -0.1693 0.04 0.02 -0.17
H -3.0324 -1.3799 2.4164 -0.01 0.23 0.02
H -0.5465 -6.7456 3.8520 0.02 -0.02 0.03
H 1.4082 1.2523 -0.1429 -0.29 0.18 -0.05
H -3.8935 4.2847 3.5976 -0.08 0.13 0.09
H -3.1014 -3.8252 0.6807 0.08 -0.05 -0.09
H 2.2913 2.9755 -3.4153 0.13 -0.35 -0.02
H 1.2101 -1.9447 -4.9332 0.03 0.01 0.02
H 3.5335 2.6543 4.8924 0.10 -0.01 0.04
H 4.1189 -8.6786 1.7264 -0.02 0.01 -0.03
H 2.7168 -0.6375 -0.4394 0.06 0.07 0.31
H 2.3143 5.8592 -1.1130 0.14 0.01 0.09
H -4.7123 5.7074 1.6952 0.01 0.12 0.00
H -0.1800 2.6706 -6.4963 0.02 0.02 0.02
H -5.1197 1.6531 -0.8034 0.27 -0.01 -0.06
H 0.6094 -3.6893 -1.5908 -0.47 -0.18 0.13
H -3.3943 -0.1327 -0.7662 0.13 -0.14 -0.11
H -1.6855 2.6721 2.7715 0.21 0.05 0.11
H -1.7018 -1.7400 -0.3100 0.01 0.07 -0.12
H 1.1395 2.5763 1.7376 -0.21 -0.04 0.00
H -3.1339 4.9071 1.6942 0.08 0.15 -0.14
H 2.3212 -0.7698 -5.6565 0.01 0.04 0.01
H 0.5186 -0.5843 -8.6476 -0.01 -0.04 0.00
H 3.4201 -6.2883 1.6541 -0.01 0.00 -0.03
H 2.0879 1.0126 4.1458 -0.28 -0.14 0.04
H 2.9744 3.8421 3.7530 0.17 0.10 -0.29
H 1.4150 -3.8824 0.7355 0.18 -0.16 -0.14
H 2.1136 -1.1484 -8.1142 0.02 0.03 0.01
H 1.4696 -0.5174 -1.6243 0.08 0.03 -0.08
H -0.2362 3.0884 -3.0452 0.05 -0.13 0.00
```
Positions in Å, forces in eV/Å.

Results
Total charge = +1
M = 805.6 g/mol
Total energy = -95404.9153 eV

Atomic partial charges in e from the Mulliken method, atoms 1 to 5:
1. Cl -0.21
2. Cl -0.22
3. F -0.26
4. F -0.34
5. O -0.26


- Which formula does entry 1 have?
  C31H62FIO6Si


- Look up the total energy of the second one.
  -95404.9153 eV